{
  "formula": "C30H80O10",
  "method": "ωB97M-V/def2-TZVPD",
  "gap_ev": 10.0,
  "relative_energy_kcal_mol": 21.8,
  "smiles": "CC(C)O.CC(C)O.CC(C)O.CC(C)O.CC(C)O.CC(C)O.CC(C)O.CC(C)O.CC(C)O.CC(C)O",
  "charge": 0,
  "species": ["C", "C", "C", "O", "H", "H", "H", "H", "H", "H", "H", "H", "C", "C", "C", "O", "H", "H", "H", "H", "H", "H", "H", "H", "C", "C", "C", "O", "H", "H", "H", "H", "H", "H", "H", "H", "C", "C", "C", "O", "H", "H", "H", "H", "H", "H", "H", "H", "C", "C", "C", "O", "H", "H", "H", "H", "H", "H", "H", "H", "C", "C", "C", "O", "H", "H", "H", "H", "H", "H", "H", "H", "C", "C", "C", "O", "H", "H", "H", "H", "H", "H", "H", "H", "C", "C", "C", "O", "H", "H", "H", "H", "H", "H", "H", "H", "C", "C", "C", "O", "H", "H", "H", "H", "H", "H", "H", "H", "C", "C", "C", "O", "H", "H", "H", "H", "H", "H", "H", "H"],
  "xyz": [[0.129896, -0.461637, -1.109176], [0.334893, -0.409333, 0.401105], [-0.823080, -1.015650, 1.177489], [1.614690, -1.046001, 0.744745], [0.074310, -1.525149, -1.375639], [0.961564, 0.025071, -1.609036], [-0.832208, -0.033866, -1.405014], [0.409730, 0.645819, 0.707896], [-1.341659, -1.795203, 0.596219], [-1.629888, -0.306155, 1.381698], [-0.499862, -1.452623, 2.115129], [1.522224, -1.998453, 0.529053], [-4.720680, -0.077282, 3.209323], [-3.941843, -1.256478, 3.710160], [-4.032285, -2.435581, 2.775906], [-2.523515, -0.950558, 3.848272], [-4.267623, 0.320799, 2.296710], [-4.821365, 0.720652, 3.949221], [-5.753511, -0.352892, 2.960633], [-4.296070, -1.559675, 4.711449], [-3.499513, -3.313963, 3.118954], [-3.606016, -2.121688, 1.812932], [-5.072550, -2.692856, 2.558486], [-2.402475, 0.000217, 3.933338], [-2.166127, 2.797192, -0.000432], [-2.202824, 3.694933, 1.240705], [-3.558786, 3.646308, 1.887684], [-1.243685, 3.266948, 2.202477], [-2.979472, 3.125945, -0.662845], [-2.297836, 1.749720, 0.279235], [-1.246452, 2.876192, -0.588482], [-2.018762, 4.723592, 0.894824], [-3.600070, 4.316856, 2.742984], [-3.853135, 2.629327, 2.165758], [-4.338077, 3.945251, 1.174974], [-0.369743, 3.582546, 1.909596], [0.917580, -1.525259, 5.668230], [1.436549, -2.177484, 4.411596], [2.897062, -2.517792, 4.442154], [0.727700, -3.382271, 4.133028], [0.976078, -2.196739, 6.524915], [-0.129498, -1.233616, 5.477343], [1.381936, -0.562663, 5.887349], [1.262804, -1.454526, 3.602307], [3.051451, -3.409892, 5.050587], [3.475549, -1.687122, 4.835846], [3.246408, -2.743524, 3.432618], [-0.174187, -3.314898, 4.477818], [0.502907, -6.086674, 1.559191], [0.030608, -4.796849, 0.881972], [-1.418823, -4.450784, 1.194392], [0.874575, -3.676557, 1.286924], [1.460394, -6.388742, 1.145271], [-0.217542, -6.898879, 1.393260], [0.536864, -5.953272, 2.642597], [0.189537, -4.853539, -0.201600], [-2.145082, -5.185113, 0.825331], [-1.636366, -3.471272, 0.785008], [-1.562682, -4.474525, 2.282234], [0.920712, -3.692818, 2.280203], [-3.643361, -4.766824, -3.926907], [-3.446784, -3.345337, -3.457961], [-2.196232, -3.226791, -2.558512], [-3.249363, -2.521136, -4.625536], [-4.592793, -4.939004, -4.423082], [-3.575373, -5.431358, -3.063646], [-2.811395, -4.947412, -4.605742], [-4.282500, -2.960627, -2.841612], [-2.214215, -3.904572, -1.697865], [-2.145401, -2.203221, -2.162330], [-1.255118, -3.339927, -3.107542], [-2.797826, -1.701786, -4.290572], [2.850363, 3.933482, -4.336095], [3.420764, 2.528169, -4.170806], [2.329026, 1.520861, -3.953161], [4.155224, 2.093016, -5.309086], [2.378258, 4.018575, -5.322581], [3.568941, 4.735353, -4.182611], [2.048112, 4.064092, -3.598715], [4.098441, 2.571486, -3.299752], [1.829574, 1.715493, -3.003041], [2.781074, 0.538294, -3.930575], [1.613675, 1.727365, -4.747409], [4.617971, 2.848234, -5.687033], [5.719683, 1.722078, 0.390936], [5.014643, 0.531180, 0.984859], [4.097732, 0.949357, 2.128549], [4.286581, -0.182356, -0.049695], [6.385684, 2.188265, 1.131618], [5.036560, 2.529744, 0.104149], [6.329511, 1.470495, -0.477565], [5.750837, -0.191311, 1.366785], [3.709646, 0.079455, 2.651901], [3.228196, 1.492009, 1.738195], [4.616616, 1.620974, 2.815143], [3.344855, -0.284033, 0.196629], [2.576245, 5.437021, -0.185674], [1.499534, 4.515880, 0.376397], [1.997539, 3.082802, 0.487265], [1.072400, 4.999806, 1.665239], [2.203937, 6.455144, -0.255503], [2.865295, 5.106682, -1.191123], [3.506874, 5.388714, 0.394483], [0.665370, 4.639041, -0.323159], [1.302495, 2.393342, 0.961732], [2.953001, 3.082021, 1.019834], [2.215827, 2.644452, -0.501132], [1.847664, 5.246039, 2.180753], [-1.497292, 2.227148, -3.659903], [-2.069333, 1.147594, -4.579437], [-1.018344, 0.698640, -5.567547], [-2.395105, 0.006245, -3.746091], [-2.132973, 2.438207, -2.802675], [-1.296242, 3.148342, -4.213706], [-0.550325, 1.829605, -3.286331], [-2.970272, 1.497634, -5.097456], [-1.451394, 0.036669, -6.317061], [-0.246559, 0.160033, -5.017920], [-0.580478, 1.564206, -6.059537], [-3.212202, 0.194935, -3.265686]],
  "forces_ev_per_a": [[-0.25, -0.55, 0.61], [0.50, 0.12, 0.16], [-0.67, -0.29, -0.54], [-0.97, 0.47, -0.46], [0.21, 0.16, -0.24], [-0.01, -0.01, -0.24], [0.15, 0.20, 0.00], [0.34, -0.41, 0.02], [0.51, 0.24, 0.12], [0.34, 0.29, 0.09], [-0.01, 0.03, 0.11], [-0.04, 0.36, 0.38], [-0.65, 0.43, -0.21], [0.79, -0.39, 0.84], [-0.20, 0.33, -0.93], [-0.57, -0.16, 0.00], [0.03, 0.01, 0.06], [0.31, 0.01, -0.01], [0.21, -0.13, 0.02], [-0.04, 0.17, -0.26], [0.08, -0.05, 0.18], [0.08, -0.19, 0.14], [0.03, -0.09, 0.27], [-0.09, 0.04, 0.03], [-0.25, 0.32, -0.17], [0.28, -0.49, -0.53], [-0.76, -0.03, -0.25], [0.23, 0.25, -0.32], [0.08, -0.30, 0.04], [-0.10, 0.02, -0.02], [0.10, 0.07, 0.27], [0.20, -0.03, 0.32], [-0.04, -0.12, 0.14], [0.35, 0.07, 0.27], [0.21, 0.22, 0.06], [-0.31, 0.06, 0.40], [-0.89, 0.33, -0.03], [0.00, 0.88, -0.13], [0.23, -0.35, -0.21], [-0.35, -0.37, 0.03], [0.03, 0.08, 0.10], [0.07, -0.38, 0.26], [0.44, -0.23, 0.00], [0.02, -0.18, -0.14], [0.09, 0.09, 0.15], [0.11, 0.06, 0.03], [0.07, 0.01, 0.03], [0.17, 0.14, -0.19], [-0.66, 0.07, -0.35], [0.47, 0.43, 0.25], [0.00, -0.62, 0.27], [-0.25, -0.94, 0.59], [0.18, -0.03, 0.27], [0.13, 0.14, -0.17], [0.29, 0.10, -0.03], [-0.13, -0.11, 0.14], [0.27, 0.05, -0.29], [-0.25, -0.20, 0.18], [0.09, 0.39, -0.08], [-0.16, 0.16, -0.89], [0.15, 0.20, 0.37], [0.87, 0.52, 0.13], [-0.08, 0.55, 0.10], [0.17, 0.45, 1.10], [-0.06, 0.09, -0.18], [-0.01, -0.14, -0.12], [-0.09, -0.36, -0.10], [-0.05, -0.26, -0.42], [-0.06, -0.01, -0.20], [-0.08, -0.15, 0.05], [-0.23, -0.36, -0.13], [-0.55, -0.68, -0.69], [-0.65, -0.27, -0.07], [0.68, 0.73, 0.62], [0.09, 0.73, 0.24], [0.01, 0.19, -0.20], [0.13, 0.11, 0.07], [0.18, -0.02, -0.15], [0.15, 0.10, -0.04], [-0.09, -0.28, -0.11], [0.03, -0.08, 0.07], [-0.35, -0.36, -0.27], [-0.16, -0.75, -0.13], [0.04, -0.08, 0.05], [0.50, 0.75, 0.02], [-0.69, -0.74, -0.29], [-0.27, 0.00, -0.30], [0.01, 0.62, 0.44], [-0.02, -0.27, -0.05], [-0.18, -0.30, -0.12], [-0.11, -0.14, 0.01], [0.03, 0.25, -0.02], [0.06, -0.08, 0.19], [0.37, -0.37, 0.16], [0.03, -0.15, 0.12], [0.38, -0.12, 0.09], [0.37, -0.45, -0.33], [0.66, 0.45, -0.04], [0.24, 0.10, -0.77], [-0.35, -0.18, -0.46], [0.09, 0.12, 0.10], [-0.17, 0.07, 0.06], [-0.23, 0.15, 0.17], [-0.33, -0.35, 0.46], [-0.08, 0.24, 0.24], [-0.32, 0.14, 0.02], [-0.07, 0.24, 0.15], [0.03, -0.10, -0.04], [0.20, -0.21, -0.34], [0.08, 0.23, 0.70], [-0.36, -0.25, 0.02], [-0.21, 0.14, -0.24], [-0.16, 0.05, -0.08], [-0.05, -0.02, 0.09], [0.00, 0.18, 0.12], [0.05, -0.08, 0.07], [0.09, -0.03, -0.02], [0.10, 0.01, -0.09], [0.06, 0.01, -0.08], [0.16, 0.07, -0.08]]
}